The following is a DFT calculation (the ωB97M-V functional and the def2-TZVPD basis) of a cluster of 8 separate species, C24H69N5O9 in total in a non-equilibrium geometry.

Atoms and positions in Å:
C: 2.58 -0.59 -4.51
O: 2.34 0.75 -4.21
H: 3.08 -0.69 -5.47
H: 3.07 -1.09 -3.68
H: 1.64 -1.13 -4.66
H: 1.85 0.81 -3.38
C: -3.22 3.01 1.55
O: -4.08 2.54 0.53
H: -3.54 2.69 2.54
H: -2.18 2.73 1.37
H: -3.32 4.09 1.50
H: -3.87 1.66 0.20
C: -3.93 -1.36 1.54
C: -3.36 -1.50 0.09
C: -4.30 -2.25 -0.91
O: -4.66 -3.54 -0.33
C: -5.44 -4.36 -1.25
N: -3.11 -0.16 -0.39
H: -4.87 -0.82 1.58
H: -3.34 -0.68 2.16
H: -4.05 -2.22 2.21
H: -2.49 -2.14 0.18
H: -3.86 -2.41 -1.90
H: -5.22 -1.68 -1.05
H: -5.03 -4.25 -2.25
H: -6.49 -4.06 -1.26
H: -5.29 -5.38 -0.90
H: -2.21 -0.10 0.08
H: -2.87 -0.23 -1.37
C: 0.62 -0.81 4.31
C: 0.66 -2.31 3.80
C: -0.72 -2.92 4.02
O: -0.91 -3.37 5.37
C: -2.27 -3.26 5.79
N: 1.00 -2.26 2.40
H: 1.52 -0.24 4.08
H: 0.55 -0.99 5.38
H: -0.28 -0.29 3.97
H: 1.46 -2.85 4.30
H: -0.72 -3.84 3.43
H: -1.33 -2.12 3.61
H: -2.89 -4.00 5.28
H: -2.56 -2.21 5.70
H: -2.21 -3.54 6.85
H: 1.91 -1.83 2.41
H: 1.28 -3.19 2.13
C: 4.51 -0.56 -0.54
C: 5.25 -1.47 0.44
C: 4.32 -2.33 1.34
O: 3.65 -1.56 2.36
C: 4.46 -1.37 3.50
N: 6.18 -2.26 -0.30
H: 3.77 -1.12 -1.13
H: 5.07 0.05 -1.24
H: 3.96 0.11 0.11
H: 5.88 -0.93 1.14
H: 4.78 -3.20 1.80
H: 3.50 -2.76 0.76
H: 3.84 -0.84 4.23
H: 5.42 -0.86 3.40
H: 4.68 -2.36 3.90
H: 6.76 -1.69 -0.91
H: 6.86 -2.78 0.24
C: -3.29 2.68 -2.70
C: -4.20 1.65 -3.34
C: -3.44 0.54 -4.08
O: -2.37 0.04 -3.23
C: -1.71 -1.12 -3.73
N: -5.08 1.13 -2.29
H: -3.87 3.51 -2.31
H: -2.57 3.05 -3.43
H: -2.76 2.32 -1.82
H: -4.77 2.24 -4.06
H: -3.01 0.89 -5.02
H: -4.06 -0.30 -4.36
H: -0.92 -1.53 -3.11
H: -1.32 -0.87 -4.72
H: -2.45 -1.91 -3.92
H: -4.42 0.70 -1.65
H: -5.48 1.88 -1.75
C: 3.52 3.42 0.98
C: 3.92 3.40 -0.56
C: 3.01 4.44 -1.28
O: 1.70 3.79 -1.40
C: 0.69 4.60 -2.00
N: 5.27 3.84 -0.51
H: 3.64 4.37 1.51
H: 4.16 2.72 1.52
H: 2.48 3.12 0.93
H: 3.72 2.48 -1.10
H: 3.37 4.69 -2.28
H: 3.08 5.41 -0.79
H: -0.25 4.06 -2.17
H: 0.93 4.79 -3.05
H: 0.53 5.56 -1.52
H: 5.64 3.60 0.40
H: 5.31 4.84 -0.43
C: 0.44 -0.23 0.09
C: 0.08 1.11 -0.67
O: 1.07 1.26 -1.66
O: -0.64 -0.57 0.92
H: 1.36 -0.03 0.64
H: 0.56 -1.05 -0.61
H: 0.00 1.94 0.03
H: -0.83 0.89 -1.24
H: 1.40 2.16 -1.73
H: -0.24 -1.18 1.55

Results
Highest occupied orbital energy, eV: -8.7
2S+1: 1
Energy, eV: -51879.30076
Kohn-Sham gap, eV: 9.2
LUMO, hartree: 0.018
Structure (SMILES): COC[C@H](C)N.COC[C@H](C)N.COC[C@H](C)N.COC[C@H](C)N.COC[C@H](C)N.OCCO.CO.CO

The following is a DFT calculation (the ωB97M-V functional and the def2-TZVPD basis) of a structure of composition C20H46N6O8Tl in a non-equilibrium geometry.

Atoms and positions in Å:
Tl: 1.61 0.65 -0.02
O: 2.01 2.92 -1.85
C: 1.64 4.12 -1.20
C: 1.99 4.40 0.33
O: 1.89 3.41 1.29
H: 0.55 4.05 -1.18
H: 1.85 4.96 -1.85
H: 1.38 5.24 0.66
H: 2.92 4.94 0.53
C: -3.21 1.28 -1.69
C: -1.94 2.09 -1.36
O: -1.09 1.59 -0.61
N: -1.72 3.30 -1.75
C: -2.72 4.16 -2.46
H: -3.08 0.53 -2.48
H: -4.11 1.89 -1.80
H: -3.27 0.61 -0.84
H: -0.88 3.67 -1.34
H: -3.29 3.60 -3.20
H: -2.27 4.94 -3.08
H: -3.54 4.55 -1.86
C: 3.91 -2.99 0.09
C: 2.68 -3.10 -0.81
O: 1.94 -2.07 -0.87
N: 2.56 -4.23 -1.55
C: 1.35 -4.53 -2.36
H: 3.62 -2.83 1.13
H: 4.62 -2.22 -0.21
H: 4.49 -3.91 0.00
H: 3.26 -4.96 -1.50
H: 0.73 -3.66 -2.56
H: 0.82 -5.28 -1.77
H: 1.54 -5.12 -3.26
C: 2.83 -0.52 3.98
C: 2.03 -1.49 3.19
O: 1.79 -1.30 2.01
N: 1.76 -2.56 3.97
C: 1.29 -3.87 3.56
H: 2.08 0.08 4.50
H: 3.44 0.08 3.30
H: 3.49 -0.95 4.74
H: 1.80 -2.33 4.95
H: 1.33 -4.20 2.53
H: 0.22 -4.01 3.73
H: 1.75 -4.56 4.27
C: -2.30 1.73 2.48
C: -0.86 1.54 2.96
O: 0.05 1.00 2.38
N: -0.77 2.16 4.15
C: 0.54 2.53 4.78
H: -2.66 2.66 2.03
H: -3.00 1.34 3.22
H: -2.47 0.98 1.71
H: -1.58 2.69 4.46
H: 0.44 3.55 5.17
H: 1.41 2.41 4.14
H: 0.84 1.92 5.63
C: -1.56 -2.17 2.46
C: -1.36 -2.10 0.93
O: -0.68 -1.20 0.49
N: -2.23 -2.93 0.26
C: -2.40 -2.78 -1.11
H: -0.67 -1.98 3.06
H: -1.91 -3.17 2.71
H: -2.41 -1.51 2.64
H: -2.76 -3.66 0.70
H: -1.56 -3.28 -1.60
H: -2.46 -1.75 -1.47
H: -3.35 -3.13 -1.51
C: -1.22 -0.66 -4.48
C: -0.20 0.31 -3.73
O: 0.22 0.04 -2.60
N: 0.14 1.48 -4.30
C: -0.28 2.05 -5.55
H: -2.25 -0.51 -4.18
H: -0.97 -1.70 -4.28
H: -1.12 -0.71 -5.57
H: 0.81 1.98 -3.73
H: -0.47 1.28 -6.30
H: 0.33 2.86 -5.94
H: -1.31 2.36 -5.33

Results
Highest occupied orbital energy, eV: -11.2
2S+1: 1
Energy, eV: -51489.22747
Total charge: +1
Kohn-Sham gap, eV: 5.1
LUMO, hartree: -0.225
Relative energy (zero: lowest compared OMol25 entry of this formula, charge and spin), kJ/mol: 252.6

The following is a DFT calculation (the ωB97M-V functional and the def2-TZVPD basis) of a structure of composition C30H50BN2O18S4 in a non-equilibrium geometry.

Atoms and positions in Å:
O: -0.27 2.45 0.74
C: 0.01 1.36 0.19
O: 1.23 0.96 -0.13
B: 1.07 -0.51 -0.29
O: -0.42 -0.85 -0.48
C: -1.09 0.21 -0.07
O: -2.31 0.35 0.08
O: 1.65 -1.29 0.81
C: 2.74 -1.86 0.40
O: 3.47 -2.57 1.06
C: 2.95 -1.62 -1.01
O: 1.88 -1.01 -1.46
O: 3.85 -2.04 -1.75
C: 0.85 2.70 -1.81
C: -0.46 2.50 -2.54
O: -1.05 3.50 -3.01
C: -0.97 1.05 -2.44
H: 1.60 3.37 -2.20
H: 1.17 1.68 -1.60
H: 0.54 3.10 -0.84
H: -1.77 0.99 -3.17
H: -1.39 0.88 -1.45
H: -0.25 0.24 -2.57
C: 5.16 -0.24 -1.23
C: 6.10 -0.11 0.00
O: 6.52 0.94 0.36
C: 6.63 -1.40 0.69
H: 4.63 -1.18 -1.03
H: 5.84 -0.50 -2.04
H: 4.44 0.55 -1.43
H: 5.89 -2.19 0.83
H: 7.10 -1.09 1.62
H: 7.37 -1.96 0.12
C: 2.43 -3.43 2.31
C: 2.80 -4.19 3.53
N: 3.12 -4.71 4.53
H: 3.36 -3.24 1.78
H: 1.88 -2.57 2.69
H: 1.71 -3.87 1.62
C: 0.76 -1.99 -3.39
C: 1.37 -3.20 -3.01
N: 1.85 -4.16 -2.69
H: -0.05 -2.20 -4.09
H: 1.56 -1.48 -3.91
H: 0.41 -1.27 -2.66
C: -1.84 -3.54 -2.24
C: -2.19 -3.07 -0.88
C: -2.66 -1.63 -0.96
S: -3.75 -1.65 -2.44
O: -3.16 -0.57 -3.28
O: -5.14 -1.75 -2.09
C: -3.15 -3.27 -3.09
H: -1.59 -4.60 -2.15
H: -1.01 -2.89 -2.52
H: -1.27 -3.02 -0.31
H: -2.91 -3.67 -0.32
H: -1.81 -0.98 -1.19
H: -3.08 -1.23 -0.03
H: -3.16 -3.39 -4.17
H: -3.84 -4.05 -2.78
C: 0.35 3.94 0.75
C: -1.01 4.67 0.45
C: -0.91 4.80 -1.06
S: 0.83 5.48 -1.46
O: 0.82 6.93 -1.29
O: 1.57 4.78 -2.48
C: 1.49 4.84 0.17
H: 0.43 2.97 0.26
H: 0.41 3.85 1.83
H: -1.03 5.73 0.72
H: -1.90 4.12 0.76
H: -1.60 5.49 -1.55
H: -1.03 3.78 -1.43
H: 1.56 5.66 0.87
H: 2.50 4.45 0.06
C: -0.70 -2.84 1.33
C: -0.48 -2.58 2.89
C: -1.28 -1.36 3.30
S: -2.93 -1.64 2.53
O: -3.53 -0.37 2.10
O: -3.64 -2.58 3.40
C: -2.15 -2.48 1.03
H: -0.44 -3.86 1.06
H: -0.13 -2.11 0.74
H: 0.60 -2.46 2.97
H: -0.68 -3.51 3.43
H: -0.90 -0.42 2.90
H: -1.55 -1.22 4.35
H: -2.17 -1.69 0.28
H: -2.93 -3.15 0.66
C: -2.63 2.37 0.68
C: -3.08 1.25 1.49
C: -1.96 0.80 2.38
S: -1.42 2.36 3.14
O: 0.00 2.43 3.36
O: -2.32 2.80 4.18
C: -1.81 3.28 1.60
H: -3.54 2.79 0.25
H: -2.13 2.00 -0.21
H: -3.41 0.37 0.93
H: -3.98 1.38 2.10
H: -1.16 0.38 1.77
H: -2.20 0.13 3.20
H: -0.84 3.45 1.13
H: -2.41 4.15 1.86

Results
Highest occupied orbital energy, eV: -5.2
2S+1: 1
Energy, eV: -115720.81926
Total charge: -1
Kohn-Sham gap, eV: 5.8
LUMO, hartree: 0.023

The following is a DFT calculation (the ωB97M-V functional and the def2-TZVPD basis) of a structure of composition C8H24MnO12S2 in a non-equilibrium geometry.

Atoms and positions in Å:
Mn: 0.49 0.27 0.47
S: 2.49 2.96 0.25
O: 2.67 3.47 -1.13
O: 3.67 3.17 1.05
O: 1.46 3.74 0.98
O: 2.02 1.58 0.25
S: -1.46 2.21 2.59
O: -0.77 3.34 3.23
O: -2.53 3.13 2.19
O: -0.67 1.60 1.50
O: -1.91 1.29 3.62
C: 1.08 -0.61 3.40
O: 1.54 -0.68 2.04
H: 0.41 -1.43 3.65
H: 1.86 -0.60 4.16
H: 0.55 0.33 3.59
H: 2.42 -1.06 2.01
C: -2.22 -1.20 1.76
O: -1.28 -1.30 0.73
H: -2.73 -0.24 1.73
H: -2.99 -1.96 1.65
H: -1.75 -1.42 2.72
H: -1.49 -2.01 0.12
C: 1.59 -3.09 -0.44
C: 2.24 -2.11 -1.35
C: 1.72 -2.29 -2.78
O: 1.75 -0.83 -1.08
H: 1.85 -2.87 0.60
H: 1.92 -4.12 -0.60
H: 0.51 -3.11 -0.57
H: 3.33 -2.13 -1.31
H: 2.17 -3.09 -3.37
H: 1.78 -1.47 -3.49
H: 0.64 -2.42 -2.70
H: 2.32 -0.27 -1.61
C: -2.75 1.71 -1.17
C: -1.77 0.67 -1.73
C: -1.60 0.61 -3.16
O: -0.54 0.99 -1.13
H: -3.75 1.55 -1.59
H: -2.41 2.73 -1.36
H: -2.85 1.56 -0.10
H: -2.05 -0.32 -1.38
H: -2.55 0.88 -3.63
H: -1.18 -0.36 -3.42
H: -1.03 1.38 -3.67
H: -0.20 1.81 -1.50

Results
Highest occupied orbital energy (spin up / spin down), eV: 3.9 / 2.8
Expectation value of S²: 12.003
2S+1: 7
Energy, eV: -86239.81503
Total charge: -3
Kohn-Sham gap (spin up / spin down), eV: 2.6 / 4.0
LUMO (spin up / spin down), hartree: 0.241 / 0.248

The following is a DFT calculation (the ωB97M-V functional and the def2-TZVPD basis) of a cluster of 2 separate species, CH6NO in total in a non-equilibrium geometry.

Atoms and positions in Å:
O: 2.07 0.96 0.10
H: 2.76 0.48 0.69
C: -1.23 -0.06 -0.34
N: 0.09 -0.76 -0.05
H: -1.18 0.93 0.10
H: -1.23 0.00 -1.43
H: -2.19 -0.53 0.06
H: -0.02 -0.99 0.92
H: 0.94 -0.02 -0.06

Results
Highest occupied orbital energy, eV: -2.7
2S+1: 1
Energy, eV: -4671.04747
Total charge: -1
Kohn-Sham gap, eV: 7.4
LUMO, hartree: 0.173
Relative energy (zero: lowest compared OMol25 entry of this formula, charge and spin), kJ/mol: 30.9

The following is a DFT calculation (the ωB97M-V functional and the def2-TZVPD basis) of a cluster of 12 separate species, C2H28O11S2 in total in a non-equilibrium geometry.

Atoms and positions in Å:
C: -3.62 -0.45 0.40
S: -2.47 0.62 -0.51
S: -2.61 2.64 -0.20
C: -0.85 2.95 0.20
H: -4.42 -0.84 -0.12
H: -2.97 -1.33 0.48
H: -3.99 -0.18 1.45
H: -0.53 3.05 1.17
H: -0.26 2.11 0.02
H: -0.56 4.03 -0.31
H: -1.16 -3.83 2.24
H: -0.76 -2.35 3.00
O: -1.34 -2.90 2.42
H: 1.49 2.02 -1.80
H: 1.81 2.70 -0.43
O: 1.96 1.95 -1.03
H: 1.67 1.20 0.50
H: 2.52 0.17 1.27
O: 1.90 0.87 1.49
H: 0.20 1.19 -3.17
H: -0.72 2.42 -3.40
O: 0.23 2.17 -3.22
H: 3.13 -0.20 -1.08
H: 4.71 -0.27 -0.55
O: 3.75 -0.30 -0.25
H: -1.19 -2.20 -2.95
H: -0.90 -3.51 -2.66
O: -0.50 -2.72 -3.08
H: 1.04 -0.46 3.41
H: 1.45 -1.72 2.63
O: 0.91 -1.45 3.23
H: 0.71 2.61 3.72
H: 1.71 2.00 2.67
O: 1.67 2.33 3.63
H: 2.87 -1.99 -2.49
H: 1.37 -1.82 -2.41
O: 2.20 -1.33 -2.62
H: 0.22 -3.71 -0.24
H: -1.15 -3.40 0.05
O: -0.66 -3.89 -0.59
H: 1.41 -1.49 0.44
H: 2.93 -1.86 0.57
O: 2.05 -2.16 0.74

Results
Highest occupied orbital energy, eV: -8.6
2S+1: 1
Energy, eV: -46719.56250
Kohn-Sham gap, eV: 8.6
LUMO, hartree: 0.000
Relative energy (zero: lowest compared OMol25 entry of this formula, charge and spin), kJ/mol: 230.0
Structure (SMILES): CSSC.O.O.O.O.O.O.O.O.O.O.O

The following is a DFT calculation (the ωB97M-V functional and the def2-TZVPD basis) of a structure of composition C3H6O3Sn in a non-equilibrium geometry.

Atoms and positions in Å:
C: -0.16 1.06 -2.25
O: -0.09 0.73 -0.87
C: 1.16 0.93 -0.22
C: 0.89 0.42 1.21
O: 1.78 0.51 2.04
H: -1.18 0.85 -2.58
H: 0.08 2.12 -2.39
H: 0.55 0.44 -2.82
H: 1.44 2.00 -0.24
H: 1.95 0.33 -0.72
Sn: -1.21 0.01 0.63
O: -1.13 -1.81 0.73
H: -1.25 -2.37 1.50

Results
Highest occupied orbital energy, eV: -7.2
2S+1: 1
Energy, eV: -15179.08512
Kohn-Sham gap, eV: 7.6
LUMO, hartree: 0.014
Relative energy (zero: lowest compared OMol25 entry of this formula, charge and spin), kJ/mol: 74.7

The following is a DFT calculation (the ωB97M-V functional and the def2-TZVPD basis) of an isolated molecule of ClH4NSi in a non-equilibrium geometry.

Atoms and positions in Å:
N: 0.80 0.76 0.03
Si: -0.32 -0.55 -0.04
Cl: -2.24 0.04 0.16
H: 0.71 1.50 0.81
H: 1.51 1.04 -0.60
H: -0.30 -1.55 0.87
H: -0.16 -1.24 -1.23

Results
Highest occupied orbital energy, eV: -10.2
2S+1: 1
Energy, eV: -21956.54070
Kohn-Sham gap, eV: 11.1
LUMO, hartree: 0.031
Relative energy (zero: lowest compared OMol25 entry of this formula, charge and spin), kJ/mol: 27.4
Structure (SMILES): N[SiH2]Cl

The following is a DFT calculation (the ωB97M-V functional and the def2-TZVPD basis) of an isolated molecule of C5H10O.

Atoms and positions in Å:
C: 2.55 -0.04 0.12
C: 1.24 0.21 -0.62
C: 0.02 0.09 0.28
O: 0.12 0.01 1.48
C: -1.34 0.09 -0.41
C: -2.48 -0.24 0.53
H: 3.40 0.09 -0.55
H: 2.66 0.65 0.96
H: 2.57 -1.05 0.53
H: 1.12 -0.49 -1.46
H: 1.22 1.21 -1.07
H: -1.30 -0.62 -1.25
H: -1.48 1.08 -0.87
H: -2.52 0.47 1.37
H: -3.44 -0.21 0.01
H: -2.36 -1.24 0.96

Results
Highest occupied orbital energy, eV: -9.6
2S+1: 1
Energy, eV: -7394.76140
Kohn-Sham gap, eV: 10.5
LUMO, hartree: 0.036
Relative energy (zero: lowest compared OMol25 entry of this formula, charge and spin), kJ/mol: 0.4
Structure (SMILES): CCC(=O)CC

The following is a DFT calculation (the ωB97M-V functional and the def2-TZVPD basis) of a structure of composition F6N3O12S6Tl in a non-equilibrium geometry.

Atoms and positions in Å:
Tl: -0.43 -1.54 1.03
N: 3.06 -3.57 -0.81
S: 3.29 -4.49 -1.98
O: 3.11 -5.94 -1.74
O: 4.17 -4.03 -3.01
F: 1.89 -4.06 -2.60
S: 4.76 -3.69 -0.38
O: 5.50 -2.42 -0.55
O: 5.52 -4.92 -0.49
F: 4.44 -3.69 1.21
N: -1.70 1.08 -2.41
S: -1.09 1.71 -3.94
O: -0.80 3.12 -4.05
O: -1.22 0.98 -5.21
F: 0.44 1.09 -3.61
S: -3.05 1.39 -2.89
O: -3.64 0.53 -3.88
O: -3.55 2.73 -2.75
F: -3.71 0.78 -1.55
N: -1.45 2.07 3.68
S: -3.03 2.77 4.00
O: -3.12 4.07 4.55
O: -4.07 1.79 4.40
F: -3.35 2.99 2.46
S: -0.85 2.75 4.85
O: -1.18 2.32 6.21
O: -0.48 4.15 4.75
F: 0.54 2.05 4.70

Results
Highest occupied orbital energy, eV: -10.6
2S+1: 1
Energy, eV: -115030.88881
Kohn-Sham gap, eV: 1.5
LUMO, hartree: -0.335

The following is a DFT calculation (the ωB97M-V functional and the def2-TZVPD basis) of a cluster of 2 separate species, S2 in total in a non-equilibrium geometry.

Atoms and positions in Å:
S: 0.00 0.00 1.67
S: 0.00 0.00 -1.67

Results
Highest occupied orbital energy, eV: -9.6
2S+1: 1
Energy, eV: -21662.27001
Kohn-Sham gap, eV: 4.5
LUMO, hartree: -0.189
Relative energy (zero: lowest compared OMol25 entry of this formula, charge and spin), kJ/mol: 649.1

The following is a DFT calculation (the ωB97M-V functional and the def2-TZVPD basis) of a cluster of 2 separate species, C3H5N3O4 in total in a non-equilibrium geometry.

Atoms and positions in Å:
C: -1.77 0.18 0.43
C: 1.67 -0.52 0.65
C: -2.21 -1.22 0.54
N: -1.64 1.32 0.22
N: 1.06 1.83 0.28
N: 1.79 -0.94 -0.74
O: 0.99 -1.75 -1.11
O: 2.75 -0.48 -1.27
O: 1.29 0.59 1.01
O: 0.98 1.53 -1.07
H: -1.42 -1.86 0.24
H: -2.22 -1.54 1.67
H: -3.12 -1.20 0.14
H: 1.72 1.81 -1.50
H: 0.14 2.25 0.51

Results
Highest occupied orbital energy, eV: -9.5
2S+1: 1
Energy, eV: -15842.45817
Kohn-Sham gap, eV: 9.6
LUMO, hartree: 0.002
Relative energy (zero: lowest compared OMol25 entry of this formula, charge and spin), kJ/mol: 972.3